1.
The following is a DFT calculation (wB97M-V/def2-TZVPD) of 2 unconnected molecules or ions with the total composition C4H2O at a distorted geometry.

Geometry as XYZ:
```
7
Properties=species:S:1:pos:R:3:forces:R:3
C -1.30179 0.24380 -0.03962 2.59 -1.93 -0.28
C -2.03112 1.08373 -0.60534 -1.99 1.84 -1.01
C 1.10504 -0.09303 -0.15474 2.20 2.36 -2.97
C -0.25166 -0.52307 0.23141 -2.95 -1.88 6.06
O 2.17578 -0.54576 -0.51401 -2.01 -1.01 1.49
H -0.68636 -1.17386 1.48687 2.14 1.11 -3.99
H 0.99011 1.00819 -0.40456 0.01 -0.48 0.71
```
Positions in Å, forces in eV/Å.

HOMO-LUMO gap, eV: 7.59
Strongest force on any atom, Eh/bohr: 0.1360
Charge: 0
HOMO energy, eV: -10.51

Mulliken population analysis, charges in e, atoms 1 to 6: number 1, C, carries 0.189; number 2, C, carries -0.434; number 3, C, carries 0.191; number 4, C, carries -0.123; number 5, O, carries -0.394; number 6, H, carries 0.254

---

2.
The following is a DFT calculation (wB97M-V/def2-TZVPD) of a single C4H2O2 molecule at a distorted geometry.

Geometry as XYZ:
```
8
Properties=species:S:1:pos:R:3:forces:R:3
C -1.12765 0.20317 0.01045 1.21 -1.00 0.14
C -0.15337 -0.90113 0.04306 -2.15 0.26 -0.71
C -2.02126 1.02978 0.05576 0.89 -0.94 -0.07
C 2.17742 -0.01793 0.28258 1.58 1.11 2.23
O 1.21821 -0.61300 -0.08004 -3.57 -1.99 -1.97
O 3.17950 0.50294 0.02321 1.02 0.66 -0.56
H -2.83865 1.70847 0.07981 0.07 0.09 0.01
H -0.43421 -1.91229 -0.41482 0.96 1.80 0.94
```
Positions in Å, forces in eV/Å.

HOMO-LUMO gap (alpha / beta), eV: 7.72 / 6.20
Strongest force on any atom, Eh/bohr: 0.0882
Charge: 0
HOMO energy (alpha / beta), eV: -7.99 / -7.23

Mulliken population analysis, charges in e, atoms 1 to 6: number 1, C, carries -0.317; number 2, C, carries -0.622; number 3, C, carries 0.269; number 4, C, carries 0.416; number 5, O, carries -0.064; number 6, O, carries -0.312

---

3.
The following is a DFT calculation (wB97M-V/def2-TZVPD) of a molecular structure, C4H2O2 at a distorted geometry.

Geometry as XYZ:
```
8
Properties=species:S:1:pos:R:3:forces:R:3
O 2.39295 -0.28732 1.33620 -1.23 0.20 -0.62
C 1.34897 -0.16677 0.86496 1.37 -0.24 0.75
C 1.11124 0.58152 -0.93336 -0.68 -0.09 -0.21
C -0.09979 0.46338 -1.22642 0.46 0.05 0.27
C -1.28201 0.06901 -0.55893 -0.08 -0.15 0.31
O -1.19133 -0.46726 0.57339 -0.03 0.15 -0.34
H 0.01733 -0.39773 0.88307 0.06 0.01 -0.02
H -2.29736 0.20517 -0.93891 0.14 0.05 -0.13
```
Positions in Å, forces in eV/Å.

HOMO-LUMO gap, eV: 9.00
Strongest force on any atom, Eh/bohr: 0.0308
Charge: 0
HOMO energy, eV: -10.02

Mulliken population analysis, charges in e, atoms 1 to 6: number 1, O, carries -0.265; number 2, C, carries 0.396; number 3, C, carries -0.153; number 4, C, carries -0.359; number 5, C, carries 0.182; number 6, O, carries -0.504

---

4.
The following is a DFT calculation (wB97M-V/def2-TZVPD) of a single C4H2O2 molecule.

Geometry as XYZ:
```
8
Properties=species:S:1:pos:R:3:forces:R:3
O -1.44804 1.11669 0.49244 0.14 -0.50 -0.23
C -1.29561 0.02482 0.00442 -0.19 0.33 0.17
C 0.20553 -1.76439 -0.68210 -0.15 0.58 0.20
C 0.07560 -0.52293 -0.28606 0.09 -0.57 -0.21
C 1.26676 0.37376 -0.02625 0.58 -0.01 -0.07
O 2.38913 0.13699 -0.38384 -0.56 0.16 0.17
H -2.14754 -0.62330 -0.25562 0.10 0.10 0.04
H 0.98819 1.28218 0.53707 -0.01 -0.10 -0.06
```
Positions in Å, forces in eV/Å.

HOMO-LUMO gap, eV: 9.02
Strongest force on any atom, Eh/bohr: 0.0122
Charge: 0
HOMO energy, eV: -10.69

Mulliken population analysis, charges in e, atoms 1 to 6: number 1, O, carries -0.447; number 2, C, carries -0.050; number 3, C, carries -0.154; number 4, C, carries 0.379; number 5, C, carries -0.006; number 6, O, carries -0.434

---

5.
The following is a DFT calculation (wB97M-V/def2-TZVPD) of a single C4H2O3 molecule at a distorted geometry.

Geometry as XYZ:
```
9
Properties=species:S:1:pos:R:3:forces:R:3
C 0.84812 -2.45355 -0.73893 -0.04 -1.34 0.09
C -0.19462 -1.57905 -0.22217 -0.38 -1.48 -0.15
C -0.17032 -1.17320 1.21290 1.07 1.54 -2.10
C 0.07482 -0.17641 0.13269 0.08 1.38 0.79
O -0.28164 -1.40942 2.34902 -0.46 -0.57 1.41
O -0.13443 -3.23642 -1.18518 1.71 -0.48 -0.73
O -1.19488 -2.35924 -0.89650 -1.63 1.05 0.48
H 1.05634 0.11908 -0.17151 0.92 -0.27 0.09
H -0.49804 0.70350 -0.04090 -1.28 0.17 0.13
```
Positions in Å, forces in eV/Å.

HOMO-LUMO gap, eV: 9.51
Strongest force on any atom, Eh/bohr: 0.0548
Charge: 0
HOMO energy, eV: -9.95

Mulliken population analysis, charges in e, atoms 1 to 6: number 1, C, carries -0.372; number 2, C, carries 0.909; number 3, C, carries 0.362; number 4, C, carries -0.839; number 5, O, carries -0.405; number 6, O, carries 0.020

---

6.
The following is a DFT calculation (wB97M-V/def2-TZVPD) of a molecular structure, C4H2OPt at a distorted geometry.

Geometry as XYZ:
```
8
Properties=species:S:1:pos:R:3:forces:R:3
C -2.00225 0.35326 -0.35962 1.53 -1.64 -0.37
C -1.62981 -0.90253 -0.63679 -0.41 1.44 1.19
C -0.50442 -0.17446 -0.28291 -0.92 -0.55 -0.26
C 0.88692 -0.02892 -0.09060 -1.91 2.42 -2.62
O 1.49954 -0.58747 0.82740 -9.60 -2.52 -3.03
Pt 3.00866 -0.46921 1.50142 10.90 0.74 4.69
H -2.65437 1.18973 -0.13027 0.35 -0.03 -0.42
H 1.39573 0.61960 -0.82862 0.06 0.16 0.82
```
Positions in Å, forces in eV/Å.

HOMO-LUMO gap (alpha / beta), eV: 6.86 / 7.88
Multiplicity: 4
Strongest force on any atom, Eh/bohr: 0.2311
Charge: +1
HOMO energy (alpha / beta), eV: -12.09 / -14.67

Mulliken population analysis, charges in e, atoms 1 to 6: number 1, C, carries -0.068; number 2, C, carries -0.274; number 3, C, carries 0.149; number 4, C, carries 0.062; number 5, O, carries -0.240; number 6, Pt, carries 0.665

---

7.
The following is a DFT calculation (wB97M-V/def2-TZVPD) of a single C4H2OS molecule at a distorted geometry.

Geometry as XYZ:
```
8
Properties=species:S:1:pos:R:3:forces:R:3
C -0.92007 -0.68908 -0.00410 -0.78 -2.44 -0.89
C -0.79989 0.66499 0.02611 -0.61 -0.07 0.42
C 0.43205 -1.13391 -0.05638 -2.70 -3.92 0.14
C 1.25766 -0.06543 -0.02722 0.49 2.00 -0.35
O 0.43423 1.06972 -0.05026 1.88 2.20 0.31
S 2.83580 0.03726 0.00581 1.17 0.20 0.02
H -1.83519 -1.39608 -0.13388 1.74 1.83 0.61
H -1.40458 1.51252 0.23992 -1.18 0.19 -0.25
```
Positions in Å, forces in eV/Å.

HOMO-LUMO gap (alpha / beta), eV: 6.26 / 6.42
Strongest force on any atom, Eh/bohr: 0.0927
Charge: 0
HOMO energy (alpha / beta), eV: -8.62 / -8.76

Mulliken population analysis, charges in e, atoms 1 to 6: number 1, C, carries -0.274; number 2, C, carries -0.079; number 3, C, carries -0.332; number 4, C, carries 0.487; number 5, O, carries -0.274; number 6, S, carries -0.256

---

8.
The following is a DFT calculation (wB97M-V/def2-TZVPD) of a single C4H2OS2 molecule at a distorted geometry.

Geometry as XYZ:
```
9
Properties=species:S:1:pos:R:3:forces:R:3
S 2.37492 -1.40442 0.15326 -3.38 2.07 -0.15
C 0.87695 -0.51966 0.09671 2.44 -0.13 -0.17
C 0.57319 0.92693 -0.14128 -0.97 0.24 0.76
C -0.81835 1.05273 0.06149 1.98 1.24 -1.96
O -1.44926 -0.17214 0.44322 1.24 3.14 -1.11
C -0.47947 -1.12006 0.22596 -0.80 -1.35 -0.07
S -1.05374 -2.59864 -0.06396 0.79 -0.09 0.25
H 1.33767 1.80017 -0.36902 -1.93 -2.21 0.43
H -1.36191 2.03510 -0.40638 0.63 -2.89 2.01
```
Positions in Å, forces in eV/Å.

HOMO-LUMO gap, eV: 6.82
SMILES: S=C1C=COC1=S
Strongest force on any atom, Eh/bohr: 0.0770
Charge: 0
HOMO energy, eV: -9.16

Mulliken population analysis, charges in e, atoms 1 to 6: number 1, S, carries -0.158; number 2, C, carries 0.190; number 3, C, carries -0.268; number 4, C, carries -0.108; number 5, O, carries -0.245; number 6, C, carries 0.219

---

9.
The following is a DFT calculation (wB97M-V/def2-TZVPD) of 11 unconnected molecules or ions with the total composition C4H31N2O11S at a distorted geometry.

Geometry as XYZ:
```
49
Properties=species:S:1:pos:R:3:forces:R:3
O -0.23779 1.01875 0.60689 -1.30 -1.17 -0.10
C 0.37127 0.22383 -0.15171 1.14 2.70 0.74
N 1.63324 0.60879 -0.43529 -1.69 -2.44 -2.22
C 2.28169 -0.01796 -1.64863 0.17 1.03 0.56
C 3.43156 -0.86883 -1.15899 0.41 -0.33 0.78
S 4.55497 -0.00212 -0.00833 0.17 0.16 -0.19
C -0.30613 -1.00578 -0.72803 2.43 0.41 -0.73
N -1.28931 -1.51644 0.20464 0.07 -0.30 1.20
H 1.87626 1.51270 -0.04968 0.28 -0.18 -0.31
H 1.53785 -0.58713 -2.24590 0.47 0.43 0.55
H 2.59010 0.82341 -2.28205 0.18 -0.33 0.09
H 3.07196 -1.71165 -0.58034 -0.41 -0.24 -0.05
H 4.07719 -1.31992 -1.90486 -0.09 0.29 -0.45
H 3.73263 0.07688 1.05597 0.05 0.02 -0.22
H 0.48002 -1.73521 -0.98131 -0.54 -0.21 0.74
H -0.66998 -0.78550 -1.73261 -0.62 0.38 0.35
H -1.65043 -0.78953 0.84559 0.12 0.36 -0.62
H -2.11792 -1.78410 -0.34726 0.03 -0.85 0.52
H -0.84273 -2.18676 0.87243 -0.57 -0.35 -1.23
H -1.45226 2.20288 -0.00791 0.06 -0.02 -0.15
H -2.19190 3.57295 -0.21356 0.08 -0.07 0.14
O -2.17190 2.65159 -0.49265 -0.01 0.43 0.64
H 0.62508 -1.13668 2.47068 0.52 0.28 -0.20
H 2.08053 -1.07180 1.89436 -0.13 0.28 0.24
O 1.19853 -1.42294 1.71873 -0.15 -0.27 0.07
H -0.03758 1.90941 2.02198 0.18 0.73 0.05
H 0.24268 3.26438 2.92859 -0.29 0.01 -0.38
O 0.38957 2.32615 2.80402 0.08 -0.61 0.53
H -1.43295 1.25439 -3.04823 0.22 -0.39 0.32
H -0.40445 0.96689 -4.07708 0.39 -0.37 0.00
O -0.62173 0.69572 -3.17610 -0.53 0.69 -0.38
H 0.07231 -0.77950 4.40538 -0.37 -0.10 -0.30
H -0.08551 0.60019 3.85624 -0.15 0.15 -0.53
O -0.28981 -0.32185 3.62483 0.26 -0.17 1.11
H -2.61536 -1.05829 -2.51768 -0.77 0.41 -0.58
H -4.05133 -1.78570 -2.63315 0.06 0.64 -0.07
O -3.11962 -1.87000 -2.42757 0.89 -0.95 0.64
H -4.07129 0.37194 0.55931 -0.12 -0.33 0.14
H -3.02989 0.67769 -0.44820 -0.02 -0.19 -0.04
O -3.35216 -0.06685 0.08759 -0.44 0.99 -0.03
H 1.86902 1.43195 2.86849 0.33 0.10 0.09
H 3.33049 1.24412 3.39515 -0.03 0.06 0.02
O 2.64769 0.83950 2.85345 -0.01 -0.27 -0.10
H -3.41999 2.40746 -3.44707 0.00 -0.25 0.05
H -2.97984 2.48207 -1.91952 0.30 -1.49 -1.80
O -3.00328 1.87952 -2.75254 -0.51 1.44 1.13
H 1.22120 -2.93831 0.94688 0.19 -0.54 0.42
H 1.24478 -4.54039 0.89107 0.14 0.18 0.17
O 0.88454 -3.73992 0.50398 -0.49 0.19 -0.60
```
Positions in Å, forces in eV/Å.

HOMO-LUMO gap, eV: 9.07
Strongest force on any atom, Eh/bohr: 0.0721
Charge: +1
HOMO energy, eV: -11.59

Mulliken population analysis, charges in e, atoms 1 to 6: number 1, O, carries -0.937; number 2, C, carries 0.514; number 3, N, carries 0.247; number 4, C, carries -0.531; number 5, C, carries -0.533; number 6, S, carries -0.177

---

10.
The following is a DFT calculation (wB97M-V/def2-TZVPD) of 11 unconnected molecules or ions with the total composition C4H31N2O12 at a distorted geometry.

Geometry as XYZ:
```
49
Properties=species:S:1:pos:R:3:forces:R:3
N 0.86074 0.92352 -0.34914 -0.79 0.75 0.20
C -0.60720 0.33455 -0.51193 1.94 0.74 0.51
C -0.34939 -1.20281 -0.77651 1.00 0.26 0.63
C -0.13815 -1.54228 -2.26535 -1.89 1.05 0.08
O 0.31448 -0.29472 -2.84029 0.57 -1.25 -1.51
C -1.28831 1.06050 0.69616 -1.14 -0.74 -0.42
N -2.25613 0.45278 1.39546 -0.28 -0.64 -0.40
O -0.98267 2.22650 0.89129 0.45 0.09 -0.14
H 1.26016 1.13685 0.57859 -1.08 -0.90 0.34
H 0.87762 1.90888 -0.66114 0.13 -1.06 -1.01
H 1.51867 0.24022 -0.72954 -0.06 0.95 -0.81
H -0.95935 0.90254 -1.40444 0.10 -0.80 0.65
H -1.08175 -1.90356 -0.36890 0.33 1.06 -0.37
H 0.63211 -1.43013 -0.25643 -1.27 0.20 -0.24
H -1.14090 -1.81862 -2.66629 0.86 0.28 -0.04
H 0.51073 -2.38919 -2.39828 0.56 0.09 -0.06
H 0.55035 -0.40661 -3.79153 -0.16 -0.32 1.11
H -2.57497 -0.50225 1.28217 0.71 -0.03 -0.29
H -2.70149 0.93205 2.15209 0.10 0.54 0.20
H 1.00722 2.46868 -3.44284 -0.08 -0.19 -0.20
H -0.22334 1.52665 -3.64478 0.62 1.04 1.14
O 0.19244 2.17665 -3.01372 -0.47 -0.31 -1.33
H -2.68195 -2.70671 0.57102 -0.19 -0.04 0.13
H -1.28224 -2.86780 1.11895 -0.37 0.24 0.39
O -2.12985 -2.42299 1.31210 0.13 -0.73 -0.09
H -3.76343 -0.47492 -1.81467 0.66 0.27 0.55
H -3.77872 -1.65242 -2.60252 1.01 -0.40 0.27
O -3.15269 -1.21412 -1.98231 -1.97 0.19 -0.69
H 3.77525 2.70313 -0.61772 -0.16 0.41 -0.61
H 2.36684 2.90238 -1.43356 1.18 0.41 0.72
O 2.82369 2.57456 -0.62739 -0.55 -0.36 -0.09
H 3.79150 1.41390 2.52182 0.09 -0.35 0.19
H 2.81040 0.80987 3.59806 0.61 -0.25 0.19
O 3.06524 1.59861 3.12211 -0.57 0.58 -0.21
H 0.72169 -4.27948 2.79744 -0.03 -0.09 0.23
H 0.96896 -2.75445 2.82226 0.03 -0.20 -0.16
O 1.23876 -3.57958 2.39302 -0.15 0.31 -0.34
H -0.08656 4.37773 -1.24507 0.90 0.94 0.67
H 0.29343 3.84566 -2.43639 0.67 0.38 -0.69
O 0.70659 4.47747 -1.81731 -1.64 -1.04 0.30
H -0.14616 1.66616 4.21664 -0.44 -0.64 0.20
H -0.76059 2.28830 3.07383 -0.51 -0.33 -0.66
O -0.81780 1.44057 3.54633 1.13 0.94 0.77
H -0.49810 -4.60215 -0.61723 0.95 0.47 0.28
H 0.66094 -3.66812 0.01715 -0.17 -0.67 0.24
O 0.07941 -3.82205 -0.74025 -0.65 -0.70 -0.11
H 0.00897 -0.22726 2.40532 0.67 -0.02 -0.42
H 1.50758 -0.17159 2.59734 0.12 0.08 -0.15
O 0.85797 -0.45487 1.94640 -0.88 -0.22 1.06
```
Positions in Å, forces in eV/Å.

HOMO-LUMO gap, eV: 10.77
Strongest force on any atom, Eh/bohr: 0.0422
Charge: +1
HOMO energy, eV: -13.32

Mulliken population analysis, charges in e, atoms 1 to 6: number 1, N, carries -0.422; number 2, C, carries 0.416; number 3, C, carries -0.741; number 4, C, carries -0.768; number 5, O, carries -0.474; number 6, C, carries -0.237